(1)
{"formula": "C30H28F5N2O2RhSSi", "method": "ωB97M-V/def2-TZVPD", "homo_energy_ev": -7.75, "gap_ev": 7.84, "charge": 0, "multiplicity": 1, "symbols": ["Rh", "C", "Si", "C", "N", "C", "C", "C", "C", "C", "C", "C", "C", "C", "C", "C", "C", "C", "C", "C", "C", "C", "H", "H", "H", "H", "H", "H", "H", "H", "H", "H", "H", "H", "H", "H", "H", "H", "H", "H", "H", "H", "H", "H", "H", "H", "O", "N", "C", "C", "C", "C", "C", "S", "H", "H", "H", "H", "F", "C", "C", "F", "C", "F", "C", "O", "C", "F", "C", "F"], "positions_angstrom": [[1.44059, 0.00154, -0.61556], [-0.00943, -1.44309, -0.49089], [-1.52114, -0.64647, 0.16812], [-1.30585, 1.07224, -0.61479], [0.12079, 1.54794, -0.51052], [0.47053, 2.50155, -1.64081], [0.43022, 3.97336, -1.24437], [-0.75435, 4.26756, -0.34090], [-0.57250, 3.49359, 0.97155], [0.31018, 2.25339, 0.79815], [-3.15465, -1.33328, -0.46206], [-4.06944, -1.97088, 0.37675], [-5.23526, -2.53466, -0.12371], [-5.50947, -2.47197, -1.48169], [-4.61086, -1.84851, -2.33703], [-3.44749, -1.29114, -1.82884], [-1.63051, -0.55885, 2.03748], [-0.88012, -1.38079, 2.87743], [-1.02371, -1.31948, 4.25682], [-1.91733, -0.42147, 4.82393], [-2.67445, 0.40693, 4.00670], [-2.53244, 0.33002, 2.62866], [-0.18958, -1.80585, -1.50702], [0.45931, -2.22623, 0.10671], [-1.98746, 1.82489, -0.22105], [-1.54522, 0.96810, -1.67446], [-0.23516, 2.29805, -2.44254], [1.45543, 2.22834, -2.01262], [0.39607, 4.55997, -2.16421], [1.35819, 4.25194, -0.73694], [-1.67416, 3.96004, -0.84560], [-0.85398, 5.33586, -0.14756], [-1.53509, 3.21824, 1.40535], [-0.08202, 4.12471, 1.71631], [0.12027, 1.53076, 1.59031], [1.36976, 2.50772, 0.84861], [-3.87578, -2.02593, 1.44232], [-5.92962, -3.02389, 0.54754], [-6.41812, -2.91004, -1.87451], [-4.81431, -1.80151, -3.39914], [-2.75363, -0.82617, -2.52254], [-0.16525, -2.07404, 2.44911], [-0.44092, -1.97566, 4.89146], [-2.02794, -0.37082, 5.89969], [-3.37733, 1.10593, 4.44189], [-3.14603, 0.97338, 2.00435], [1.63235, -0.16170, 1.41778], [2.86874, 0.03435, 1.92564], [2.97498, -0.25971, 3.24276], [4.15458, -0.10178, 3.90823], [5.25690, 0.37885, 3.19151], [5.12212, 0.67428, 1.86342], [3.89961, 0.50626, 1.17753], [3.73882, 0.86625, -0.49256], [2.05262, -0.61750, 3.67630], [4.21173, -0.34862, 4.95740], [6.21083, 0.51539, 3.68264], [5.95317, 1.04804, 1.28299], [3.15285, -4.17649, -5.53209], [2.66959, -3.15377, -4.81457], [2.87763, -3.08941, -3.45198], [3.56497, -4.05191, -2.83075], [2.37008, -2.02698, -2.72857], [2.58986, -2.00374, -1.38267], [1.64000, -0.98142, -3.30701], [1.15611, 0.03320, -2.64136], [1.44393, -1.08766, -4.69512], [0.74704, -0.13178, -5.32350], [1.94594, -2.14231, -5.42902], [1.73482, -2.19710, -6.74688]], "mulliken_charge": [-0.220, -0.760, -0.805, -0.987, 1.778, -0.944, -0.920, -0.638, -0.927, -1.121, 0.701, -0.270, -0.710, -0.421, -0.754, -0.470, 0.134, -0.252, -0.616, -0.503, -0.861, 0.159, 0.664, 0.734, 0.388, 0.547, 0.451, 0.285, 0.516, 0.323, 0.251, 0.458, 0.210, 0.512, 0.155, 0.636, 0.296, 0.395, 0.375, 0.404, 0.248, 0.343, 0.470, 0.378, 0.398, 0.500, -0.277, 0.474, -0.374, -0.737, -0.197, -0.849, 0.681, -0.440, 0.419, 0.437, 0.378, 0.430, -0.314, 0.661, -0.100, -0.306, 0.391, -0.393, 0.267, -0.254, -0.061, -0.335, 0.274, -0.305]}

***

(2)
{"formula": "C30H28HfN5O2S2Si", "method": "ωB97M-V/def2-TZVPD", "homo_energy_ev": -10.69, "gap_ev": 7.12, "charge": 1, "multiplicity": 1, "symbols": ["Hf", "S", "C", "C", "C", "C", "C", "C", "N", "C", "C", "C", "C", "C", "C", "C", "H", "H", "H", "H", "H", "H", "H", "H", "N", "N", "C", "N", "S", "H", "H", "H", "H", "H", "O", "C", "C", "C", "C", "O", "N", "H", "H", "H", "H", "C", "C", "C", "C", "C", "C", "Si", "C", "C", "C", "C", "C", "C", "H", "H", "H", "H", "H", "H", "H", "H", "H", "H", "H"], "positions_angstrom": [[0.71873, -0.02469, 0.33897], [2.18195, -3.77617, -1.87907], [0.52746, -3.59568, -2.38846], [-0.15620, -4.28160, -3.38699], [-1.48766, -3.97334, -3.58260], [-2.13033, -3.01389, -2.79124], [-1.45240, -2.33454, -1.79975], [-0.10138, -2.62204, -1.61181], [0.74213, -2.04795, -0.65866], [1.94904, -2.57853, -0.67696], [2.97494, -2.12030, 0.26137], [4.16188, -2.82044, 0.43846], [5.08993, -2.35531, 1.35648], [4.82440, -1.20064, 2.07796], [3.63272, -0.50946, 1.88508], [2.66511, -0.94715, 0.98068], [0.33758, -5.03518, -3.98497], [-2.04535, -4.49200, -4.35016], [-3.17975, -2.80751, -2.95202], [-1.95673, -1.60448, -1.17884], [4.36120, -3.72736, -0.12068], [6.01540, -2.89301, 1.51054], [5.54976, -0.83846, 2.79500], [3.46989, 0.39347, 2.46602], [1.26672, 2.17728, 0.76794], [-0.09999, 2.59170, 0.72943], [-0.47602, 3.51627, -0.23391], [-1.77000, 3.84422, -0.15357], [0.58260, 4.09266, -1.36816], [1.69506, 2.49907, 1.63682], [1.72406, 2.67486, -0.01992], [-0.51939, 2.64723, 1.65610], [-2.42211, 3.24769, 0.33371], [-2.13990, 4.45689, -0.86093], [1.79281, 0.53238, -1.64841], [0.69898, 0.75858, -2.22328], [0.44250, 1.17325, -3.63961], [-1.08075, 1.33762, -3.65786], [-1.53457, 0.99163, -2.24237], [-2.65342, 1.03816, -1.80566], [-0.41371, 0.61537, -1.49540], [0.81156, 0.39774, -4.31223], [0.99176, 2.08853, -3.85674], [-1.57842, 0.66464, -4.35536], [-1.40121, 2.35087, -3.89464], [0.63399, 3.35065, 4.61078], [1.35422, 2.16828, 4.47377], [0.76246, 1.06021, 3.88151], [-0.56053, 1.09702, 3.41593], [-1.27682, 2.28561, 3.59882], [-0.68649, 3.40231, 4.18481], [-1.18507, -0.34743, 2.34941], [-0.90749, -1.93519, 3.31585], [-0.95558, -1.95929, 4.71212], [-0.73183, -3.13466, 5.41351], [-0.45702, -4.31113, 4.72913], [-0.40587, -4.30877, 3.34319], [-0.62532, -3.12887, 2.64624], [1.09178, 4.21688, 5.06945], [2.37207, 2.11031, 4.84041], [1.32869, 0.13522, 3.79678], [-2.31486, 2.33534, 3.28506], [-1.26183, 4.30945, 4.31978], [-2.62900, -0.06174, 2.12808], [-1.16758, -1.04828, 5.26075], [-0.77452, -3.13545, 6.49499], [-0.28378, -5.22852, 5.27626], [-0.19487, -5.22470, 2.80591], [-0.58353, -3.14051, 1.56125]], "mulliken_charge": [0.293, -0.322, 0.759, -0.676, -0.593, -0.750, -0.371, -0.320, 0.637, 0.818, 0.664, -0.909, -0.821, -0.881, -0.456, 0.526, 0.448, 0.426, 0.469, 0.386, 0.426, 0.405, 0.452, 0.363, -0.460, 0.465, 0.067, -0.340, -0.360, 0.237, 0.204, -0.043, 0.191, 0.274, -0.640, 0.431, -0.592, -0.423, -0.146, -0.635, 0.732, 0.300, 0.304, 0.327, 0.280, -0.521, -0.876, 0.093, 0.074, -1.141, -0.266, 0.339, 0.342, -0.218, -0.705, -0.436, -0.726, -0.035, 0.431, 0.428, 0.714, 0.395, 0.453, -0.280, 0.407, 0.398, 0.392, 0.419, 0.175]}

***

(3)
{"formula": "C30H29CoN3O7S3", "method": "ωB97M-V/def2-TZVPD", "homo_energy_ev": [-11.37, -11.37], "gap_ev": [7.93, 7.90], "charge": 1, "multiplicity": 1, "symbols": ["Co", "O", "C", "C", "C", "N", "C", "C", "C", "O", "O", "C", "O", "O", "H", "H", "H", "O", "S", "C", "C", "C", "C", "S", "O", "C", "C", "C", "C", "C", "C", "C", "C", "C", "C", "C", "C", "H", "H", "H", "H", "H", "H", "H", "H", "H", "H", "H", "H", "H", "H", "H", "H", "H", "H", "N", "C", "S", "N", "C", "C", "C", "C", "C", "C", "H", "H", "H", "H", "H", "H", "H", "H"], "positions_angstrom": [[0.26994, 0.32887, -0.60987], [-0.85969, 4.89842, 2.87513], [-0.54546, 3.84640, 2.10656], [0.77207, 3.56401, 1.72002], [0.97501, 2.46602, 0.91807], [-0.06803, 1.78273, 0.47156], [-1.27839, 1.88103, 1.00427], [-1.57955, 2.95253, 1.80759], [-1.97685, 0.55014, 0.89532], [-3.10256, 0.39825, 1.30052], [-1.16343, -0.37475, 0.43729], [2.23576, 1.66722, 0.69790], [3.32666, 2.08175, 0.98634], [1.93180, 0.45613, 0.28618], [-0.07600, 5.40714, 3.11646], [1.61704, 4.11969, 2.10845], [-2.54833, 3.05741, 2.27587], [-1.26295, 0.52500, -2.06266], [-2.44514, -0.22393, -2.71369], [-1.84392, -1.80634, -3.33846], [-1.01902, -1.69263, -4.62049], [0.27887, -0.89482, -4.49236], [1.48054, -1.63288, -3.90913], [1.17843, -2.46132, -2.33048], [0.78283, -1.43921, -1.29623], [2.86421, -2.87156, -1.96292], [3.65092, -1.96985, -1.26082], [4.97067, -2.31129, -1.00697], [5.47888, -3.52446, -1.45532], [4.67221, -4.41664, -2.14924], [3.34589, -4.09686, -2.39934], [-3.60549, -0.85228, -1.53244], [-3.35502, -1.95010, -0.71429], [-4.36158, -2.40310, 0.11665], [-5.59593, -1.76246, 0.13526], [-5.83451, -0.66670, -0.67862], [-4.83545, -0.20754, -1.52287], [-2.76177, -2.36561, -3.52624], [-1.31873, -2.29824, -2.52197], [-1.64447, -1.23033, -5.38679], [-0.81344, -2.70708, -4.97382], [0.10220, 0.00706, -3.91305], [0.58816, -0.55644, -5.48359], [2.33478, -0.96678, -3.77653], [1.78669, -2.46200, -4.55512], [3.23125, -1.03841, -0.89951], [5.60091, -1.62881, -0.45260], [6.50949, -3.78267, -1.25080], [5.06966, -5.36593, -2.48149], [2.69561, -4.79414, -2.91533], [-2.38553, -2.42324, -0.69306], [-4.17638, -3.24700, 0.76708], [-6.37484, -2.12100, 0.79516], [-6.79608, -0.17244, -0.66171], [-5.01123, 0.64012, -2.17456], [-0.44424, 3.20512, -2.13644], [0.88394, 3.06166, -2.17018], [1.56960, 1.49146, -2.28233], [1.58953, 4.19354, -2.10220], [2.99974, 4.42431, -2.00372], [3.96150, 3.59225, -2.55727], [5.30269, 3.92030, -2.41659], [5.68591, 5.07245, -1.74797], [4.71656, 5.91152, -1.21837], [3.37734, 5.58672, -1.34435], [-1.00138, 2.36366, -2.28399], [-0.89102, 4.10618, -2.08838], [1.04435, 5.03807, -2.00830], [3.67377, 2.70578, -3.09670], [6.05149, 3.26791, -2.84511], [6.73409, 5.31927, -1.64714], [5.00184, 6.81805, -0.70196], [2.61913, 6.23725, -0.92036]], "mulliken_charge": [0.573, -0.521, 0.942, -0.801, 0.526, 0.661, 0.267, -0.891, 0.430, -0.644, -0.655, 0.316, -0.657, -0.560, 0.318, 0.523, 0.589, -0.104, 0.020, -0.294, -1.248, 0.105, -0.892, 0.035, -0.644, 0.618, -0.437, -0.744, -0.475, -0.664, -0.448, 0.644, 0.051, -0.728, -0.492, -0.671, -0.598, 0.719, 0.143, 0.347, 0.387, -0.257, 0.409, 0.495, 0.620, 0.384, 0.483, 0.398, 0.404, 0.443, 0.333, 0.422, 0.422, 0.424, 0.420, -0.171, 0.488, -0.380, -0.105, 0.622, -0.104, -0.833, -0.484, -0.717, -0.440, 0.176, 0.231, 0.260, 0.475, 0.399, 0.410, 0.387, 0.339]}

***

It is found that the calculated total energy values, taken in the order of the records, are -73946.6652; -73962.8132; -120511.3210 eV.
It is found that the energy relative to the best compared isomer or geometry (same formula, charge and spin) values, taken in the order of the records, are 9.92; 68.71; 124.82 kJ/mol.